88
Properties=species:S:1:pos:R:3:forces:R:3 method="wB97M-V/def2-TZVPD" energy_ev=-306735.3947 total_charge=+1 molar_mass_g_mol=1240.73 homo_ev=-10.72 orbital_gap_ha=0.2466 max_force_ev_per_a=1.56
Ir -0.163562 -1.782119 -0.875076 -1.08 1.07 -0.36
C 3.461205 -2.363612 0.731664 0.03 0.25 -0.21
As 1.543505 -2.409256 0.662430 -0.07 -0.80 0.11
C 1.347652 -4.320798 0.934685 0.24 -0.05 0.00
C 1.002160 -1.721580 2.379025 0.12 0.09 0.05
C 1.895564 -1.415819 3.395597 -0.08 -0.08 0.04
C 1.403480 -1.005980 4.629783 0.02 0.01 0.00
C 0.038126 -0.900839 4.844023 -0.01 0.00 0.01
C -0.854277 -1.188114 3.819441 0.05 -0.04 -0.01
C -0.362660 -1.591524 2.586234 0.01 0.03 0.09
As -1.481524 -1.939615 1.067476 -0.02 0.19 0.40
C -2.359603 -3.596844 1.497101 -0.13 -0.04 -0.03
C -2.944701 -0.701638 1.206926 -0.05 0.04 -0.03
H 3.857225 -1.356452 0.785461 0.01 0.04 0.02
H 3.863281 -2.876186 -0.134828 0.03 -0.03 -0.04
H 3.687246 -2.927566 1.635435 0.10 0.01 -0.01
H 1.781507 -4.586994 1.897500 -0.01 0.01 0.00
H 1.878418 -4.840330 0.136774 0.00 0.02 0.00
H 0.308756 -4.622825 0.893030 -0.07 -0.03 0.10
H 2.964841 -1.490251 3.248539 0.00 0.00 -0.02
H 2.095507 -0.759819 5.424308 -0.01 0.00 0.01
H -0.336363 -0.571253 5.803612 0.00 0.00 0.00
H -1.917157 -1.080819 3.995559 -0.01 0.01 -0.01
H -1.656870 -4.412441 1.625014 0.05 -0.01 0.00
H -3.070351 -3.854561 0.715691 -0.01 0.02 0.00
H -2.880689 -3.411330 2.437101 -0.02 -0.05 0.00
H -3.284101 -0.735922 2.241064 -0.02 0.03 0.01
H -3.749463 -1.026321 0.553158 -0.03 -0.03 0.01
H -2.637193 0.308388 0.944633 -0.03 -0.08 0.03
Cl -2.492905 -1.270515 -1.908981 0.19 -0.07 -0.34
C -2.480869 -2.561250 -3.121369 0.03 0.02 0.22
C -3.233654 -2.389506 -4.259339 0.02 -0.04 0.03
C -3.209747 -3.403800 -5.207562 0.01 -0.04 0.00
C -2.444421 -4.537860 -4.995658 -0.03 0.06 -0.02
C -1.691701 -4.666569 -3.837664 0.00 -0.11 -0.04
Cl -0.752012 -6.101822 -3.612764 -0.03 0.08 0.03
C -1.689911 -3.672847 -2.862099 0.01 0.05 0.12
S -0.751909 -3.892808 -1.374975 0.00 -0.61 -0.25
H -3.813261 -1.489403 -4.406584 0.00 0.00 -0.01
H -3.786614 -3.303818 -6.115992 0.01 0.00 0.00
H -2.413883 -5.331491 -5.728619 -0.01 0.00 -0.01
F 0.156388 2.278705 -3.573283 -0.01 0.07 -0.03
C 0.217811 1.141802 -4.240626 -0.08 -0.17 0.12
F 0.963269 1.279196 -5.315462 -0.01 0.00 -0.04
F -1.015565 0.778541 -4.595437 -0.03 0.05 0.01
S 0.921860 -0.215358 -3.139679 -0.03 -0.02 0.33
O 0.778120 0.287553 -1.753045 0.11 -0.15 -0.32
O 0.019027 -1.364477 -3.295859 0.95 0.06 0.04
N 2.338164 -0.550121 -3.648660 0.05 0.31 0.33
S 3.521633 0.556903 -3.447676 -0.28 0.03 -0.50
O 2.977143 1.838946 -3.117308 0.10 -0.03 0.03
O 4.497272 0.398024 -4.466873 -0.12 -0.10 -0.05
C 4.365360 -0.064596 -1.938866 0.02 -0.10 0.06
F 5.619959 0.350078 -1.920114 -0.02 0.07 0.07
F 3.744815 0.374539 -0.838795 0.01 -0.18 0.00
F 4.356752 -1.404879 -1.932925 0.06 0.08 0.06
C 3.499772 4.474582 -0.623237 0.02 -0.02 -0.01
C 2.226409 4.543889 -1.166838 -0.02 0.00 0.02
C 1.231915 3.678293 -0.732393 0.00 0.03 -0.01
C 1.513978 2.739788 0.249770 -0.02 -0.10 -0.02
C 2.792102 2.668461 0.791847 0.02 0.04 0.01
C 3.782560 3.538406 0.361545 -0.02 0.01 0.01
As 0.202901 1.443584 0.873538 0.12 0.08 -0.06
C -1.465984 2.167499 0.206769 0.02 0.06 -0.06
C -1.999483 2.021192 -1.065937 -0.01 0.01 0.00
C -3.275973 2.495835 -1.338229 -0.01 0.00 0.02
C -4.022514 3.096719 -0.330534 0.01 -0.02 -0.01
C -3.496441 3.239236 0.944775 0.01 0.00 0.00
C -2.211218 2.782150 1.221092 0.02 0.04 0.07
C -1.527362 2.867401 2.530240 -0.08 0.00 -0.10
C -2.015949 3.517380 3.659582 0.01 -0.02 0.02
C -1.240932 3.574237 4.807020 0.01 -0.02 0.00
C 0.020493 2.987547 4.835502 -0.03 0.02 0.01
C 0.506030 2.326561 3.716746 -0.02 -0.05 -0.02
C -0.268002 2.263893 2.567278 0.05 0.07 0.11
H 4.275996 5.141849 -0.973489 -0.01 0.02 0.01
H 2.003105 5.274643 -1.933125 0.01 -0.02 -0.02
H 0.241597 3.740738 -1.164834 -0.01 0.00 0.00
H 3.026681 1.929659 1.552275 0.00 -0.01 0.00
H 4.775668 3.480801 0.788378 0.00 0.00 0.00
H -1.422008 1.545928 -1.846574 0.01 0.01 0.02
H -3.688143 2.398289 -2.334517 0.00 0.00 0.00
H -5.018956 3.461382 -0.542672 0.00 0.00 0.00
H -4.090415 3.706635 1.719809 0.00 0.01 0.00
H -2.987132 3.995669 3.644148 0.00 0.00 0.00
H -1.614183 4.091732 5.680786 0.00 0.00 0.00
H 0.626400 3.056385 5.729884 0.00 0.00 0.00
H 1.488006 1.868887 3.746248 0.00 0.02 -0.02


95
Properties=species:S:1:pos:R:3:forces:R:3 method="wB97M-V/def2-TZVPD" e_above_lowest_kcal_mol=47.2 energy_ev=-94432.8229 total_charge=-1 molar_mass_g_mol=903.43 homo_ev=-6.67 orbital_gap_ha=0.2326 max_force_ev_per_a=12.07
B 6.834000 23.672000 37.585000 -0.73 -0.54 -0.20
F 7.619000 24.712000 38.063000 0.18 -0.01 0.41
F 7.588000 22.660000 37.060000 1.69 -0.69 -0.29
F 5.982000 23.084000 38.517000 -0.16 0.15 1.34
F 6.034000 24.093000 36.546000 -0.95 1.10 -0.95
C 9.750000 23.492000 32.084000 3.51 4.80 -4.52
C 10.584000 24.654000 31.574000 -3.09 -5.30 -1.11
C 11.344000 25.401000 32.528000 1.50 1.01 1.50
O 12.217000 26.200000 32.182000 -0.61 -0.43 -0.54
C 11.078000 25.219000 33.946000 -4.47 -4.73 -0.49
C 10.084000 24.270000 34.417000 1.74 4.34 1.25
C 9.514000 23.224000 33.428000 2.02 3.79 2.40
O 8.949000 22.327000 33.932000 -2.14 -3.31 0.81
O 9.537000 24.428000 35.743000 2.53 0.25 -3.81
O 10.770000 24.833000 30.219000 -0.85 -0.83 1.58
H 9.361000 22.835000 31.354000 -0.42 -0.58 -0.68
H 11.510000 26.025000 34.376000 1.03 1.98 2.58
H 8.892000 23.758000 35.940000 -0.60 -1.20 -0.03
H 11.510000 25.393000 29.922000 -0.19 0.10 1.19
C 6.149000 25.220000 31.005000 -2.23 -2.28 -1.99
C 5.043000 24.260000 31.036000 2.00 2.10 -3.01
C 4.421000 23.663000 32.250000 2.28 2.12 3.05
O 3.465000 22.945000 32.333000 -1.15 -0.83 -1.55
C 5.048000 24.135000 33.482000 5.74 4.03 0.68
C 6.248000 25.125000 33.517000 -5.03 -2.66 2.62
C 6.732000 25.649000 32.263000 5.05 2.34 -0.30
O 7.817000 26.358000 32.324000 -4.01 -2.23 -0.80
O 6.789000 25.711000 34.673000 0.86 4.66 -11.10
O 4.414000 23.785000 29.890000 3.08 1.77 0.48
H 6.717000 25.621000 30.018000 -1.87 -1.19 2.46
H 4.802000 23.754000 34.445000 -0.58 -0.36 0.40
H 6.639000 25.193000 35.314000 -2.16 -6.33 8.30
H 3.548000 23.570000 30.159000 -1.89 -0.97 0.59
C 8.092000 17.992000 35.151000 -1.18 4.90 1.93
C 8.300000 19.409000 35.769000 -3.79 -4.82 -3.87
C 9.594000 19.639000 36.383000 1.03 7.07 3.16
O 9.804000 20.809000 37.019000 -1.48 -5.00 -3.14
C 10.655000 18.761000 36.263000 1.17 -8.26 -2.38
C 10.417000 17.294000 35.826000 1.85 5.06 2.32
C 9.034000 16.914000 35.429000 -0.66 -1.02 -0.81
O 8.760000 15.727000 35.240000 0.29 1.05 0.21
O 11.373000 16.318000 35.865000 -2.07 1.17 -0.52
O 7.349000 20.431000 35.642000 2.20 -4.51 -0.11
H 7.109000 17.671000 34.637000 1.75 0.86 1.15
H 11.722000 18.929000 36.356000 -0.35 0.86 0.60
H 12.222000 16.708000 36.063000 0.44 0.34 0.22
H 7.825000 21.162000 35.990000 0.57 2.12 0.85
C 2.421000 18.632000 39.343000 4.27 -2.63 -4.17
C 3.462000 17.912000 38.499000 -3.12 0.14 3.23
C 4.511000 18.649000 37.805000 0.59 0.88 -1.57
O 5.347000 18.127000 37.035000 -1.18 -0.75 1.26
C 4.518000 20.038000 37.964000 -3.66 3.86 3.32
C 3.435000 20.841000 38.865000 7.14 -1.28 -3.93
C 2.336000 20.101000 39.451000 -1.69 -1.28 2.21
O 1.509000 20.643000 40.199000 1.05 -0.59 -1.44
O 3.660000 22.090000 39.258000 -0.82 -1.28 -0.02
O 3.629000 16.558000 38.402000 0.47 1.04 -0.88
H 1.691000 17.994000 39.749000 -0.92 -0.33 0.68
H 5.397000 20.399000 37.438000 -0.30 1.23 0.40
H 4.605000 22.346000 39.184000 -0.14 0.02 -0.69
H 4.410000 16.374000 37.739000 -1.68 1.03 1.48
C 8.021000 29.763000 38.368000 1.06 -6.10 1.17
C 8.204000 28.265000 38.636000 -1.65 3.59 -1.76
C 9.452000 27.764000 39.314000 1.20 0.53 0.90
O 9.548000 26.589000 39.685000 -0.11 2.01 -0.87
C 10.493000 28.838000 39.655000 0.25 1.95 -1.82
C 10.285000 30.300000 39.278000 2.92 -6.08 4.47
C 9.079000 30.724000 38.615000 -1.81 2.93 -0.68
O 8.975000 31.950000 38.345000 0.05 -2.54 0.31
O 11.051000 31.245000 39.925000 -0.39 -0.91 -1.71
O 7.302000 27.305000 38.275000 2.21 0.95 0.54
H 7.086000 30.081000 37.974000 -0.40 0.27 -0.40
H 11.488000 28.293000 40.021000 -2.15 1.93 -0.46
H 11.868000 30.796000 40.200000 -0.33 0.17 0.08
H 7.757000 26.384000 38.297000 -0.93 1.39 0.24
C 4.037000 25.692000 38.836000 0.62 1.59 1.02
C 3.208000 26.871000 38.567000 0.24 3.12 -1.86
O 1.994000 26.932000 38.599000 0.76 -0.62 0.32
C 3.994000 28.167000 38.071000 -5.59 -0.27 -1.11
H 3.499000 25.326000 39.599000 -2.45 -2.19 2.94
H 4.898000 26.004000 39.521000 0.21 -0.86 -2.48
H 3.801000 24.972000 38.062000 1.63 -0.28 -0.43
H 4.388000 28.702000 38.879000 0.83 0.86 1.02
H 3.099000 28.749000 37.535000 1.91 -0.65 1.53
H 4.620000 27.990000 37.263000 1.84 -0.69 -0.97
C 11.418000 23.720000 38.439000 -1.09 -0.84 3.19
C 12.138000 22.394000 38.008000 -0.35 1.61 -0.95
O 12.850000 22.345000 36.986000 -1.66 -0.21 2.84
C 11.805000 21.194000 38.928000 -3.73 1.48 -6.25
H 11.838000 24.585000 38.059000 1.14 1.52 -1.33
H 11.500000 23.937000 39.634000 -0.18 -1.05 -2.59
H 10.304000 23.830000 38.231000 1.36 -0.84 0.10
H 12.376000 21.191000 39.695000 4.28 -0.28 5.12
H 11.972000 20.446000 38.170000 -0.17 -1.14 0.70
H 10.757000 21.281000 39.282000 0.60 -0.23 -0.56